{"formula": "C32H94AsF6N8O11", "method": "wB97M-V/def2-TZVPD", "fmax_ev_per_a": 3.52, "e_above_lowest_kcal_mol": 112.3, "total_charge": -1, "symbols": ["As", "F", "F", "F", "F", "F", "F", "O", "H", "H", "O", "H", "H", "O", "H", "H", "C", "C", "C", "O", "C", "N", "H", "H", "H", "H", "H", "H", "H", "H", "H", "H", "H", "C", "C", "C", "O", "C", "N", "H", "H", "H", "H", "H", "H", "H", "H", "H", "H", "H", "C", "C", "C", "O", "C", "N", "H", "H", "H", "H", "H", "H", "H", "H", "H", "H", "H", "C", "C", "C", "O", "C", "N", "H", "H", "H", "H", "H", "H", "H", "H", "H", "H", "H", "C", "C", "C", "O", "C", "N", "H", "H", "H", "H", "H", "H", "H", "H", "H", "H", "H", "C", "C", "C", "O", "C", "N", "H", "H", "H", "H", "H", "H", "H", "H", "H", "H", "H", "C", "C", "C", "O", "C", "N", "H", "H", "H", "H", "H", "H", "H", "H", "H", "H", "H", "C", "C", "C", "O", "C", "N", "H", "H", "H", "H", "H", "H", "H", "H", "H", "H", "H"], "positions_angstrom": [[0.33143, -1.01416, 0.07239], [0.33225, -2.57080, 0.84652], [1.28237, -1.65842, -1.31381], [0.12461, 0.49082, -0.78480], [-0.47986, -0.18570, 1.44591], [1.91241, -0.52463, 0.75492], [-1.23128, -1.56409, -0.59332], [1.42106, -4.17128, -2.35229], [0.95519, -4.03636, -3.17751], [1.48752, -3.29692, -1.96848], [2.84346, -4.18718, 2.24441], [2.46357, -3.31227, 2.16414], [2.81789, -4.54235, 1.35590], [0.49541, -5.47827, 0.00068], [0.45632, -5.43975, 0.95631], [-0.33705, -5.10485, -0.28881], [-5.29437, -1.94757, 3.92864], [-4.06379, -1.17262, 4.43837], [-3.35092, -1.86930, 5.67441], [-4.15005, -1.78011, 6.88035], [-4.27914, -0.56099, 7.50994], [-3.23009, -1.03814, 3.25252], [-5.81501, -1.41078, 3.13562], [-5.96163, -1.99320, 4.78932], [-5.07254, -2.96827, 3.61707], [-4.45535, -0.17295, 4.62661], [-2.45605, -1.34833, 6.01483], [-3.12910, -2.87616, 5.32070], [-4.98092, 0.02406, 6.91553], [-3.29767, -0.16532, 7.77118], [-4.82526, -0.62511, 8.45108], [-2.63974, -0.22236, 3.33068], [-3.80173, -0.86086, 2.43895], [0.96312, -1.39061, -5.92949], [0.27918, -1.83749, -4.62397], [-1.00418, -0.89030, -4.39757], [-1.90097, -0.83808, -5.48113], [-3.05422, -1.69527, -5.37814], [-0.05505, -3.28344, -4.69342], [0.39922, -1.56273, -6.84627], [1.92771, -1.85984, -6.12309], [1.00529, -0.30393, -6.00329], [0.86208, -1.65423, -3.72134], [-0.66454, 0.14107, -4.30251], [-1.59013, -1.17101, -3.52238], [-3.49860, -1.49038, -4.40415], [-2.80244, -2.75419, -5.31982], [-3.76870, -1.63661, -6.19923], [-0.38740, -3.38984, -5.64123], [-0.80321, -3.52713, -4.06020], [-0.91748, 5.23943, -3.30032], [-1.93288, 4.34778, -3.96312], [-3.20407, 4.00685, -3.18795], [-2.81865, 3.09768, -2.04973], [-2.69567, 1.71920, -2.42439], [-2.37045, 5.13395, -5.14652], [-0.70941, 4.83116, -2.31132], [-1.16302, 6.27995, -3.08785], [0.03151, 5.26847, -3.83574], [-1.51061, 3.42298, -4.35621], [-3.83088, 3.44175, -3.87777], [-3.56539, 4.97627, -2.84478], [-2.86635, 1.21092, -1.47538], [-1.68280, 1.45785, -2.73079], [-3.42027, 1.51268, -3.21205], [-2.60078, 6.06440, -4.82826], [-3.25374, 4.73993, -5.43744], [-2.54635, -4.68429, -2.88762], [-2.89846, -4.86129, -1.40034], [-3.18000, -6.41071, -1.04184], [-1.97006, -7.10746, -1.12208], [-1.96836, -8.43172, -0.65580], [-1.88272, -4.19790, -0.54726], [-3.17508, -5.27789, -3.55128], [-1.50549, -4.90090, -3.12805], [-2.56590, -3.63769, -3.19150], [-3.85089, -4.34130, -1.29750], [-4.00847, -6.84048, -1.60490], [-3.43171, -6.37363, 0.01804], [-2.37469, -8.66931, 0.32734], [-0.94518, -8.80312, -0.59871], [-2.58588, -9.04691, -1.31026], [-2.23857, -4.23208, 0.39736], [-1.70441, -3.26161, -0.88145], [3.08305, 0.53421, 8.08677], [2.45186, 1.64036, 7.30297], [2.54755, 1.38396, 5.73587], [1.90612, 0.14426, 5.42271], [1.43982, -0.10568, 4.00664], [1.02812, 1.70303, 7.75855], [4.16702, 0.55559, 8.19934], [2.62070, -0.39113, 7.74315], [2.81062, 0.58972, 9.14072], [3.00938, 2.56001, 7.48045], [3.54222, 1.11028, 5.38401], [2.04240, 2.18934, 5.20268], [0.94879, -1.06943, 3.87182], [2.24757, -0.13474, 3.27534], [0.70691, 0.66234, 3.75948], [0.58243, 0.92187, 7.29893], [0.58753, 2.56866, 7.48165], [5.84726, -1.60485, -0.54838], [5.51362, -1.69668, -1.98298], [4.41269, -0.71016, -2.51171], [4.16834, -0.98789, -3.89866], [4.02577, 0.22164, -4.60818], [6.69347, -1.62397, -2.75566], [6.87744, -1.57460, -0.19354], [5.31342, -2.40083, -0.02922], [5.43018, -0.67369, -0.16486], [5.09554, -2.68192, -2.18940], [4.88056, 0.25568, -2.32103], [3.50167, -0.83707, -1.92688], [3.34700, 0.94512, -4.15657], [3.83938, -0.02732, -5.65287], [4.97242, 0.76195, -4.60584], [6.55162, -1.67180, -3.75451], [6.98207, -0.66543, -2.62143], [4.20423, 5.08260, -1.09275], [5.00886, 3.81131, -0.73779], [4.04499, 2.79764, -0.13362], [3.47913, 3.34437, 1.12301], [2.69944, 2.42131, 1.81636], [5.63413, 3.38318, -2.02797], [3.51430, 5.40899, -0.31456], [3.63542, 4.94445, -2.01224], [4.95146, 5.84678, -1.30671], [5.70752, 4.20698, -0.00061], [4.42743, 1.77714, -0.15459], [3.22938, 2.72032, -0.85258], [2.93401, 1.37003, 1.64940], [1.63165, 2.56211, 1.64864], [2.94596, 2.70172, 2.84042], [6.22877, 2.61272, -1.75799], [4.87759, 2.95268, -2.54026], [-0.99868, 3.36271, 2.37403], [-1.87610, 3.48145, 1.10255], [-2.68479, 4.72556, 0.71692], [-3.36662, 5.16300, 1.81720], [-4.39486, 6.12809, 1.51393], [-1.01399, 3.24681, -0.05962], [-0.74022, 2.32739, 2.59637], [-1.50945, 3.54835, 3.31888], [-0.11843, 4.00463, 2.33940], [-2.49734, 2.59976, 1.25999], [-3.37441, 4.37629, -0.05153], [-1.99991, 5.42652, 0.23974], [-5.25306, 5.61046, 1.08540], [-4.10731, 6.82516, 0.72684], [-4.86159, 6.50299, 2.42482], [-0.74010, 2.27803, -0.14065], [-1.42788, 3.61295, -0.90503]]}